(1)
This record from OMol25 describes a molecular structure, C24H25EuIN2O2S2. The level of theory is wB97M-V/def2-TZVPD.

Calculated values
highest occupied orbital energy	-4.854	eV
Kohn-Sham gap	6.9897	eV
E_tot	-81473.451	eV
energy relative to the best compared isomer or geometry (same formula, charge and spin)	0.0	kJ/mol
lowest unoccupied orbital energy	2.14	eV
max |F|	1.2	eV/A
spin multiplicity	7
total charge	-1

The geometry in XYZ format:
```
57
C24H25EuIN2O2S2 wB97M-V/def2-TZVPD
Eu 0.648 0.696 -0.852
C -1.820 -1.486 -1.705
N -1.756 -0.018 -1.759
C -2.721 0.565 -0.796
C -2.268 0.503 0.657
N -1.159 1.420 0.945
C -1.631 2.818 0.997
C -0.474 1.144 2.198
C -1.169 0.617 3.283
C -0.544 0.395 4.499
C 0.796 0.729 4.640
C 1.490 1.274 3.570
C 0.879 1.501 2.329
S 1.833 2.271 1.042
C -1.957 0.532 -3.089
C -2.651 -0.199 -4.053
C -2.870 0.307 -5.324
C -2.384 1.568 -5.638
C -1.695 2.300 -4.683
C -1.458 1.813 -3.388
S -0.571 2.811 -2.228
H -2.839 -1.856 -1.863
H -1.473 -1.824 -0.732
H -1.166 -1.907 -2.467
H -3.670 0.017 -0.867
H -2.910 1.594 -1.089
H -1.945 -0.507 0.914
H -3.146 0.742 1.271
H -2.377 2.921 1.795
H -2.049 3.115 0.041
H -0.783 3.466 1.204
H -2.211 0.344 3.171
H -1.097 -0.044 5.319
H 1.308 0.552 5.580
H 2.540 1.524 3.664
H -3.029 -1.185 -3.815
H -3.402 -0.286 -6.057
H -2.531 1.979 -6.631
H -1.298 3.278 -4.924
C 2.337 0.019 -2.557
H 1.923 0.091 -3.574
H 2.699 -1.014 -2.450
H 3.234 0.653 -2.560
I 6.825 -3.034 2.878
C 4.843 -2.682 2.333
C 3.827 -3.432 2.930
C 2.520 -3.191 2.562
C 2.209 -2.212 1.597
C 3.246 -1.477 1.013
C 4.559 -1.697 1.375
C 0.765 -1.994 1.256
O -0.094 -2.584 1.892
O 0.515 -1.168 0.273
H 4.061 -4.185 3.670
H 1.703 -3.740 3.010
H 3.034 -0.722 0.271
H 5.353 -1.117 0.925
```

(2)
This record from OMol25 describes C24H25FN8O2 in the gas phase. The level of theory is wB97M-V/def2-TZVPD.

Calculated values
highest occupied orbital energy	-8.008	eV
Kohn-Sham gap	8.4797	eV
E_tot	-44028.411	eV
lowest unoccupied orbital energy	0.47	eV
max |F|	1.2	eV/A
total charge	0

The geometry in XYZ format:
```
60
C24H25FN8O2 wB97M-V/def2-TZVPD
C -7.224 -1.783 -2.849
C -6.378 -1.004 -1.918
N -6.718 0.227 -1.473
C -5.724 0.570 -0.681
C -5.458 1.724 0.107
C -6.313 2.826 0.174
C -5.980 3.899 0.965
C -4.792 3.889 1.699
C -3.938 2.814 1.645
C -4.251 1.705 0.848
N -3.383 0.651 0.822
C -3.656 -0.383 0.095
N -2.795 -1.416 -0.041
N -1.732 -1.567 0.843
C -1.263 -2.801 1.109
O -1.785 -3.808 0.666
C -0.034 -2.803 2.001
C 1.243 -2.610 1.175
C 1.443 -1.158 0.765
O 0.677 -0.274 1.118
N 2.507 -0.889 -0.018
C 3.552 -1.795 -0.425
C 4.887 -1.377 0.210
N 5.180 -0.020 -0.187
C 6.499 0.410 -0.243
C 7.554 -0.281 0.361
C 8.864 0.140 0.231
C 9.174 1.274 -0.497
C 8.153 1.982 -1.110
C 6.853 1.544 -0.987
F 5.890 2.247 -1.638
C 4.139 0.897 0.238
C 2.808 0.481 -0.387
N -4.802 -0.451 -0.659
N -5.228 -1.450 -1.449
H -7.359 -1.227 -3.775
H -6.751 -2.738 -3.057
H -8.205 -1.943 -2.407
H -7.224 2.805 -0.404
H -6.637 4.754 1.022
H -4.544 4.740 2.317
H -3.018 2.794 2.206
H -3.139 -2.301 -0.405
H -1.210 -0.723 1.075
H 0.006 -3.770 2.502
H -0.114 -2.008 2.743
H 2.102 -2.922 1.774
H 1.194 -3.241 0.285
H 3.652 -1.735 -1.515
H 3.319 -2.822 -0.152
H 4.812 -1.477 1.306
H 5.670 -2.040 -0.158
H 7.344 -1.156 0.955
H 9.649 -0.421 0.715
H 10.195 1.605 -0.594
H 8.352 2.863 -1.699
H 4.040 0.875 1.336
H 4.378 1.913 -0.065
H 2.877 0.550 -1.477
H 2.000 1.118 -0.028
```

(3)
This record from OMol25 describes a molecular structure, C24H25MnN12P. The level of theory is wB97M-V/def2-TZVPD.

Calculated values
highest occupied orbital energy (alpha / beta)	-13.125 / -13.605	eV
Kohn-Sham gap (alpha / beta)	7.0802 / 7.7259	eV
E_tot	-83771.561	eV
lowest unoccupied orbital energy (alpha / beta)	-6.04 / -5.88	eV
max |F|	0.4	eV/A
spin multiplicity	2
total charge	+2

The geometry in XYZ format:
```
63
C24H25MnN12P wB97M-V/def2-TZVPD
Mn 0.107 -0.352 0.140
C 1.538 2.583 -4.311
N 1.395 1.431 -3.424
C 1.827 0.164 -3.691
C 1.504 -0.595 -2.604
N 0.885 0.196 -1.680
C 0.825 1.416 -2.197
P 0.029 2.839 -1.384
C -1.498 1.951 -0.936
N -1.538 0.757 -0.355
C -2.853 0.391 -0.294
C -3.615 1.388 -0.832
N -2.750 2.365 -1.233
C -3.131 3.624 -1.869
C 0.864 2.627 0.219
N 0.964 1.468 0.859
C 1.663 1.721 2.007
C 1.985 3.045 2.053
N 1.470 3.609 0.921
C 1.615 5.011 0.536
H 1.945 2.237 -5.256
H 2.217 3.314 -3.878
H 0.568 3.040 -4.492
H 2.312 -0.088 -4.618
H 1.645 -1.651 -2.448
H -3.165 -0.562 0.098
H -4.678 1.476 -0.966
H -4.211 3.634 -1.982
H -2.673 3.704 -2.852
H -2.832 4.467 -1.250
H 1.894 0.957 2.728
H 2.523 3.623 2.785
H 1.818 5.594 1.430
H 0.694 5.369 0.084
H 2.440 5.129 -0.164
N 3.496 -2.433 1.461
C 2.966 -1.733 0.458
N 1.781 -1.295 0.837
C 1.644 -1.778 2.105
N 2.671 -2.471 2.521
C 0.434 -1.437 2.844
C 0.176 -1.811 4.156
N -0.931 -1.425 4.775
C -1.770 -0.655 4.096
C -1.528 -0.274 2.781
N -0.429 -0.679 2.150
H 4.389 -2.902 1.501
H 3.450 -1.563 -0.489
H 0.879 -2.428 4.702
H -2.669 -0.330 4.605
H -2.217 0.353 2.235
N -0.513 -1.773 -0.406
C -0.851 -3.090 -0.258
C -1.454 -3.582 0.913
C -1.784 -4.920 1.009
C -1.490 -5.787 -0.038
C -0.893 -5.312 -1.200
C -0.596 -3.968 -1.324
H -1.685 -2.901 1.722
H -2.264 -5.296 1.903
H -1.740 -6.836 0.048
H -0.683 -5.990 -2.016
H -0.170 -3.569 -2.235
```